# C2H2Cl2O2S

C2H2Cl2O2S in the gas phase (ωB97M-V/def2-TZVPD, the OMol25 dataset).

```
9
Properties=species:S:1:pos:R:3:forces:R:3:mulliken_charge:R:1
C -0.10121 1.72114 0.00958 1.2 -1.3 -1.1 -0.455
C -0.87945 0.57073 0.50380 -2.0 1.0 2.0 0.232
O 1.34014 1.46545 0.29185 0.6 -0.2 -0.2 -0.156
O 1.80423 -0.40992 -1.75080 -1.0 2.0 1.1 -0.417
S 1.14256 1.12831 -1.28182 0.9 -0.3 -0.9 0.466
Cl -0.13213 -1.06502 0.78030 -0.3 0.8 0.2 -0.189
Cl -2.32778 0.44110 -0.49650 -0.2 -0.4 -0.5 -0.138
H -1.35320 1.06173 1.44716 1.2 -1.6 -0.8 0.316
H 1.78741 -1.09301 -1.06653 -0.4 0.0 0.3 0.342
```
Positions in Å, forces in eV/Å.

## Properties
Relative energy (zero: lowest compared OMol25 entry of this formula, charge and spin) = 462.9 kJ/mol
HOMO level = -9.39 eV